C58H36BiI5N6O2 as an isolated structure, computed with ωB97M-V/def2-TZVPD.

Calculated values
Multiplicity: 1
HOMO-LUMO gap: 5.550 eV
ΔE to the lowest compared entry with this formula, charge and spin: 0.000 eV
HOMO energy: -7.180 eV
E_tot: -4413.9614 hartree

Each line ends with the Löwdin charge.
Element x y z (Å)
Bi (0.06807, 0.24686, 0.12728)  1.875
I (5.08382, -7.89086, 2.28550)  0.847
C (4.24731, -5.99415, 1.92516)  -0.723
C (4.96403, -4.85491, 2.24910)  -0.141
C (4.40039, -3.60497, 2.03002)  -0.027
C (3.12499, -3.48876, 1.48979)  -0.209
C (2.42380, -4.64930, 1.17241)  -0.032
C (2.97719, -5.90333, 1.37903)  -0.138
C (2.44438, -2.17709, 1.28123)  -0.070
C (2.87392, -1.35293, 0.23504)  -0.230
C (4.10817, -1.52036, -0.48097)  0.024
C (4.25653, -0.43828, -1.28488)  0.027
C (3.08828, 0.38486, -1.11875)  -0.221
C (2.86086, 1.59325, -1.78288)  -0.059
C (3.89171, 2.05343, -2.75512)  -0.196
C (4.54501, 3.26778, -2.53871)  -0.030
C (5.49206, 3.73660, -3.43463)  -0.145
C (5.78587, 2.98540, -4.56120)  -0.723
I (7.21862, 3.69514, -5.92894)  0.841
C (5.15957, 1.77263, -4.79176)  -0.134
C (4.22157, 1.30508, -3.88302)  -0.027
C (1.75649, 2.44286, -1.58032)  -0.238
N (0.79296, 2.29123, -0.62929)  -0.045
C (-0.09338, 3.32642, -0.75107)  -0.230
C (-1.13507, 3.61538, 0.14303)  -0.069
C (-2.04894, 4.74601, -0.17686)  -0.201
C (-1.59915, 6.06014, -0.27282)  -0.032
C (-2.47366, 7.08677, -0.59728)  -0.143
C (-3.80888, 6.79780, -0.82333)  -0.725
I (-5.13056, 8.34598, -1.35012)  0.847
C (-4.28328, 5.50140, -0.71207)  -0.140
C (-3.40262, 4.48238, -0.38335)  -0.024
C (-1.36333, 2.94592, 1.35702)  -0.275
C (-2.25156, 3.39986, 2.39984)  0.013
C (-2.14885, 2.51093, 3.41782)  0.017
C (-1.20965, 1.49667, 2.99952)  -0.235
N (-0.74718, 1.80556, 1.75858)  -0.048
C (-0.88056, 0.35643, 3.74625)  -0.062
C (0.00014, -0.66166, 3.36542)  -0.230
C (0.34562, -1.80292, 4.17785)  0.020
C (1.24176, -2.53760, 3.47384)  0.020
C (1.47198, -1.83902, 2.23256)  -0.249
N (0.70165, -0.72255, 2.19809)  -0.031
C (-1.51720, 0.23100, 5.09108)  -0.218
C (-1.07747, 1.01640, 6.15255)  -0.022
C (-1.67397, 0.91814, 7.40104)  -0.143
C (-2.72031, 0.02919, 7.58396)  -0.725
I (-3.64830, -0.10670, 9.46729)  0.843
C (-3.16700, -0.76806, 6.54322)  -0.141
C (-2.55952, -0.66573, 5.30019)  -0.018
C (0.29483, 4.13198, -1.87770)  0.021
C (1.44564, 3.60721, -2.36880)  0.009
N (2.27043, -0.20266, -0.19420)  -0.033
H (5.95530, -4.93087, 2.67500)  0.095
H (4.95834, -2.71484, 2.29442)  0.128
H (1.42814, -4.55858, 0.75757)  0.102
H (2.42295, -6.79306, 1.11120)  0.098
H (4.79705, -2.33740, -0.34075)  0.114
H (5.09258, -0.20448, -1.92241)  0.116
H (4.30991, 3.84268, -1.65171)  0.126
H (5.99366, 4.67765, -3.25481)  0.094
H (5.38577, 1.19424, -5.67727)  0.098
H (3.72656, 0.35976, -4.06886)  0.104
H (-0.55881, 6.28353, -0.07256)  0.126
H (-2.11166, 8.10345, -0.66921)  0.095
H (-5.32800, 5.27914, -0.88226)  0.096
H (-3.76568, 3.46572, -0.29456)  0.103
H (-2.85027, 4.29570, 2.36759)  0.116
H (-2.66668, 2.53107, 4.36308)  0.115
H (-0.03377, -1.99764, 5.16809)  0.116
H (1.73377, -3.44695, 3.77993)  0.117
H (-0.25894, 1.70857, 5.99719)  0.128
H (-1.32294, 1.52893, 8.22165)  0.095
H (-3.98315, -1.46119, 6.69727)  0.094
H (-2.89534, -1.28584, 4.47934)  0.106
H (-0.23079, 4.99685, -2.24458)  0.112
H (2.01874, 3.96480, -3.20761)  0.119
C (0.86522, 0.55469, -4.77876)  -0.020
C (1.19822, -0.74977, -4.12031)  -0.272
N (2.04462, -1.55680, -4.71135)  0.106
C (2.25157, -2.78644, -4.19739)  -0.118
C (1.56177, -3.27979, -3.12094)  -0.170
C (1.75827, -4.72294, -2.73549)  -0.204
O (0.57224, -5.50810, -2.86830)  -0.067
C (0.67744, -2.41820, -2.42103)  -0.082
C (-0.22885, -2.93064, -1.41864)  -0.054
N (-0.85822, -2.16754, -0.60171)  -0.042
C (-1.79921, -2.56450, 0.33563)  -0.355
C (-1.70702, -3.74592, 1.08038)  -0.018
C (-2.61218, -4.03562, 2.08462)  -0.073
C (-3.63852, -3.15000, 2.37987)  -0.099
C (-3.76391, -1.97534, 1.65123)  -0.163
C (-2.85815, -1.69432, 0.64400)  -0.604
I (-3.17739, 0.03123, -0.53952)  0.992
C (0.55612, -1.06369, -2.86565)  -0.333
O (-0.14400, -0.15835, -2.28967)  -0.247
H (1.46695, 0.67667, -5.67629)  0.079
H (-0.19499, 0.57848, -5.04153)  0.089
H (1.03403, 1.38440, -4.09449)  0.058
H (2.97867, -3.39698, -4.72314)  0.105
H (2.56064, -5.14411, -3.34896)  0.117
H (2.05907, -4.81552, -1.69369)  0.104
H (0.27466, -5.44866, -3.78181)  0.096
H (-0.45343, -4.00100, -1.46879)  0.131
H (-0.90146, -4.43484, 0.85960)  0.101
H (-2.50960, -4.95949, 2.63918)  0.108
H (-4.34910, -3.36962, 3.16637)  0.106
H (-4.56500, -1.28076, 1.86573)  0.094